C31H20F3N8O3OsS2 as an isolated structure. Source: the Open Molecules 2025 dataset; level of theory: ωB97M-V/def2-TZVPD.

Results
HOMO-LUMO gap = 7.037 eV
Total charge = +1
Relative energy (zero: lowest compared OMol25 entry of this formula, charge and spin) = 0.0 kJ/mol
Energy = -3043.456001 a.u.
LUMO = -3.811 eV

Atoms and positions in Å:
C -3.8620 0.7704 1.0963
N -2.3271 2.4558 0.4272
C 2.2769 0.1042 1.8230
H 1.9718 0.8915 -4.2157
C -3.3364 -2.2716 -2.6947
C -1.5683 -1.8619 0.6045
O -1.4734 1.6648 1.0975
H -0.1773 0.0024 2.8852
N -5.4463 3.4438 -0.5433
N -1.8146 -0.3352 -1.1480
C -4.5910 2.8381 -0.0763
C -1.9580 -2.9667 1.3326
H -4.5482 -1.8546 -6.3224
C 1.3548 0.3606 1.0867
N -0.1738 1.5746 -2.0515
N -4.0215 -0.2815 1.5291
F 6.1630 -1.1194 6.6537
H -0.9263 -1.8498 4.3408
H 5.0754 1.0897 5.3317
H -1.9998 -3.8519 3.2874
H 3.2093 1.6324 3.8016
H -2.4942 -3.7859 0.8762
H 5.6128 -2.6637 3.3534
C 5.0849 -1.7256 3.4480
H -0.5363 3.7520 0.7908
F 7.5492 -0.1848 5.2869
C 0.2396 2.2801 -4.2542
C 3.3601 -0.2110 2.7103
C -3.6840 -0.8842 -4.6198
H -3.8630 -4.3364 -2.8976
H 2.7772 1.7580 -0.8036
H 3.7486 -2.1205 1.8170
C -4.2718 -3.2144 -4.6874
Os -0.1693 0.7279 -0.1703
C 4.0407 -1.4219 2.5893
H -4.6686 -4.0677 -5.2188
C 6.5838 -1.1163 5.3762
H 0.9305 3.0428 -4.6080
C 0.8956 0.9029 -4.0464
C -1.0950 -1.9050 3.2756
C -1.6972 -3.0005 2.6943
H -0.5939 2.2441 -4.9554
C 0.6008 0.6457 -2.6039
C -0.3165 2.6942 -2.8894
C -3.8252 -3.3675 -3.3809
O -0.7817 3.7463 -2.5682
C 2.2148 2.6024 -0.4364
H 1.2485 5.7212 0.7120
C -0.6805 -0.8552 2.4707
C -4.2020 -1.9765 -5.3059
C 4.7808 0.3901 4.5606
C 3.7393 0.6942 3.7057
N 0.9718 2.5035 -0.0302
C -3.5489 2.0565 0.5213
C -2.0853 -1.5347 -0.7340
H -3.0720 -3.2882 -0.9095
H -3.6274 0.0853 -5.0981
H 0.4592 0.1170 -4.6645
C -3.2692 -1.0319 -3.3074
C 1.3867 4.6969 0.4120
N -0.8655 -0.8553 1.1518
S -2.7545 0.3938 -2.4014
N -2.8822 -2.4115 -1.3624
O 0.9888 -0.2434 -1.8123
S 2.8597 4.1469 -0.2556
C 5.4520 -0.8196 4.4296
F 7.1492 -2.3067 5.1366
C 0.4824 3.6913 0.4580

C31H20F5MnP2S3 as an isolated structure. Source: the Open Molecules 2025 dataset; level of theory: ωB97M-V/def2-TZVPD.

Results
Multiplicity = 6
HOMO-LUMO gap (spin up / spin down) = 6.942 / 7.538 eV
Total charge = -1
<S²> = 8.759
Relative energy (zero: lowest compared OMol25 entry of this formula, charge and spin) = 1.8 kJ/mol
Energy = -4721.087906 a.u.
LUMO (spin up / spin down) = 2.624 / 2.619 eV

Atoms and positions in Å:
C 1.1009 2.1981 3.2357
C 0.8747 3.4903 0.7908
C 0.5932 1.5220 2.1388
Mn 0.4814 0.0716 -2.9588
C 3.7810 -0.3189 2.8841
C 1.9946 -2.6553 -0.4639
P -0.2069 1.2245 -0.5054
H -1.8322 -0.8469 0.6510
H 2.6460 -1.8683 1.9341
H 3.8869 -0.8646 3.8139
S -0.0681 2.4026 -2.1742
C 0.8652 -4.7488 -0.1050
C -3.7993 -0.0210 0.9998
C 3.5150 1.0695 0.4957
H 1.6796 5.2056 1.7938
F -4.5521 -2.2729 -1.3535
S -0.8358 -1.0187 -4.6557
H -5.6476 1.0546 1.1641
H -2.4104 3.1530 -0.6972
C 4.1925 1.6430 1.5602
C 4.3327 0.9476 2.7531
S 2.8775 -0.4982 -2.5126
C -4.6154 1.0883 0.8395
H 4.6099 2.6370 1.4598
H 1.8879 4.0542 3.9729
H -4.1916 -0.9234 1.4511
C -1.9746 1.1627 -0.0361
F -5.9236 0.0476 -1.8008
F -2.2449 -2.7402 -2.6036
C -3.0387 0.5094 -3.9405
C -2.8014 2.2703 -0.2043
C 2.9565 -0.1981 0.6206
H 0.2973 0.4827 2.2258
H 2.1190 -6.4818 0.0416
H 3.4098 1.6000 -0.4445
H 4.8657 1.3965 3.5823
C -2.8615 -1.5789 -2.8539
F -2.6062 1.4415 -4.7960
C 1.4892 3.5265 3.1149
C -4.7456 -0.1703 -2.4019
H 0.7960 3.9781 -0.1728
P 1.9230 -0.8549 -0.7354
C 0.8202 -3.3711 -0.2853
C 0.3219 -0.3511 -0.7240
C 0.4779 2.1639 0.9082
C 2.0836 -5.4083 -0.0983
H -4.7590 3.0924 0.0819
C 3.0865 -0.8850 1.8258
H 4.2148 -5.2097 -0.2907
C 1.3741 4.1711 1.8929
C -4.1161 2.2337 0.2304
H 1.2042 1.6869 4.1847
C -2.4828 0.0157 0.5599
C -2.3191 -0.6712 -3.7621
H -0.0543 -5.3060 0.0235
H 4.1299 -2.7639 -0.6437
C 3.2169 -3.3238 -0.4750
C -4.0525 -1.3483 -2.1874
C 3.2629 -4.6933 -0.2844
C -4.2237 0.7680 -3.2743
F -4.8857 1.9151 -3.4846
H -0.1192 -2.8312 -0.3050